12 unconnected molecules or ions with the total composition C37H58Cl22F8N2 in a non-equilibrium geometry, computed with ωB97M-V/def2-TZVPD.

Last columns: bonded neighbours and bond lengths (Å).
Positions of all 127 atoms, in Å:
1 C 8.40920 -0.29231 2.65100  C2 1.329, H37 1.100, H38 1.097
2 C 7.94851 0.15979 1.48940  C1 1.329, C3 1.553, H39 1.100
3 C 6.59501 -0.28690 0.87358  C2 1.553, C4 1.517, C6 1.569, C13 1.599
4 C 6.45187 -1.73714 1.29433  C3 1.517, N5 1.117
5 N 6.23611 -2.83302 1.32903  C4 1.117
6 C 6.73447 -0.10651 -0.67884  C3 1.569, C7 1.561, H40 1.101, H41 1.107
7 C 6.08618 -1.22736 -1.55066  C6 1.561, C8 1.543, H42 1.103, H43 1.096
8 C 5.39573 -0.50822 -2.72872  C7 1.543, F9 1.351, C10 1.324
9 F 5.96444 0.54428 -3.35586  C8 1.351
10 C 4.19942 -0.91217 -3.12659  C8 1.324, F11 1.311, F12 1.325
11 F 3.20791 -0.14989 -3.52125  C10 1.311
12 F 3.94936 -2.21313 -3.12431  C10 1.325
13 C 5.40383 0.62449 1.42777  C3 1.599, C14 1.517, C16 1.546, C27 1.583
14 C 5.23894 0.23230 2.88433  C13 1.517, N15 1.122
15 N 5.07912 -0.11542 3.93895  C14 1.122
16 C 4.09097 0.47609 0.62517  C13 1.546, C17 1.575, H44 1.107, H45 1.106
17 C 3.38920 -0.92728 0.75863  C16 1.575, C18 1.573, H46 1.106, H47 1.103
18 C 1.86510 -0.74891 1.10540  C17 1.573, C19 1.553, H48 1.109, H49 1.109
19 C 1.63058 -0.34067 2.58523  C18 1.553, C20 1.561, H50 1.110, H51 1.104
20 C 0.37971 0.55732 2.83995  C19 1.561, C21 1.567, H52 1.103, H53 1.110
21 C 0.27208 1.82665 1.92699  C20 1.567, C22 1.561, H54 1.101, H55 1.111
22 C -1.16960 1.98039 1.34764  C21 1.561, C23 1.563, H56 1.111, H57 1.106
23 C -1.58491 0.88083 0.31736  C22 1.563, C24 1.578, H58 1.105, H59 1.109
24 C -2.51735 -0.23938 0.92250  C23 1.578, C25 1.556, H60 1.108, H61 1.105
25 C -1.83631 -1.63800 0.94977  C24 1.556, C26 1.579, H62 1.103, H63 1.107
26 C -1.53210 -2.13478 -0.51801  C25 1.579, H64 1.102, H65 1.107, H66 1.102
27 C 5.97345 2.10097 1.45320  C13 1.583, C28 1.565, H67 1.105, H68 1.118
28 C 4.86015 3.20107 1.43926  C27 1.565, C29 1.568, H69 1.100, H70 1.102
29 C 4.66889 3.67687 -0.04226  C28 1.568, C30 1.541, H71 1.105, H72 1.105
30 C 3.22962 4.06866 -0.43052  C29 1.541, F31 1.346, F32 1.373, C33 1.568
31 F 2.35424 4.08832 0.59150  C30 1.346
32 F 3.27922 5.35497 -0.90763  C30 1.373
33 C 2.60421 3.21345 -1.58581  C30 1.568, F34 1.344, F35 1.325, F36 1.323
34 F 1.70957 3.99138 -2.21876  C33 1.344
35 F 1.90511 2.19096 -1.11510  C33 1.325
36 F 3.47883 2.83773 -2.50483  C33 1.323
37 H 9.00475 0.39225 3.27348  C1 1.100
38 H 8.29976 -1.31658 3.02784  C1 1.097
39 H 8.54586 0.92004 0.96526  C2 1.100
40 H 7.79602 0.03691 -0.93294  C6 1.101
41 H 6.23565 0.84661 -0.94182  C6 1.107
42 H 6.89739 -1.86658 -1.93858  C7 1.103
43 H 5.29607 -1.80165 -1.05450  C7 1.096
44 H 3.31953 1.19452 0.96347  C16 1.107
45 H 4.20764 0.66260 -0.45873  C16 1.106
46 H 3.40644 -1.49899 -0.18797  C17 1.106
47 H 3.81082 -1.54824 1.56683  C17 1.103
48 H 1.43754 -0.03655 0.37019  C18 1.109
49 H 1.39930 -1.72466 0.85674  C18 1.109
50 H 1.45046 -1.27965 3.14976  C19 1.110
51 H 2.54380 0.12113 3.00061  C19 1.104
52 H -0.55916 -0.02153 2.80771  C20 1.103
53 H 0.46240 0.91254 3.88807  C20 1.110
54 H 1.05141 1.89006 1.15129  C21 1.101
55 H 0.42426 2.70539 2.59011  C21 1.111
56 H -1.20650 2.96753 0.83901  C22 1.111
57 H -1.88391 2.04930 2.18912  C22 1.106
58 H -0.69233 0.45019 -0.17204  C23 1.105
59 H -2.20989 1.39420 -0.44100  C23 1.109
60 H -2.71706 0.03550 1.97684  C24 1.108
61 H -3.49115 -0.28087 0.40201  C24 1.105
62 H -0.87347 -1.63926 1.48779  C25 1.103
63 H -2.50680 -2.35165 1.46711  C25 1.107
64 H -2.26147 -1.65645 -1.19097  C26 1.102
65 H -1.64003 -3.23593 -0.49417  C26 1.107
66 H -0.49031 -1.87096 -0.76413  C26 1.102
67 H 6.63479 2.31453 0.59379  C27 1.105
68 H 6.52113 2.21931 2.42033  C27 1.118
69 H 3.93923 2.85633 1.93236  C28 1.100
70 H 5.24712 4.06141 2.00913  C28 1.102
71 H 5.31056 4.56534 -0.18393  C29 1.105
72 H 5.06455 2.90238 -0.72334  C29 1.105
73 C -2.10991 -5.05376 2.95285  Cl74 1.772, Cl75 1.768, H76 1.087, H77 1.086
74 Cl -3.39160 -4.33014 1.96552  C73 1.772
75 Cl -0.92715 -3.85059 3.47993  C73 1.768
76 H -2.56062 -5.50581 3.83296  C73 1.087
77 H -1.60081 -5.81061 2.36398  C73 1.086
78 C 2.67089 2.69144 -5.86946  Cl79 1.768, Cl80 1.767, H81 1.085, H82 1.085
79 Cl 1.01406 2.85808 -6.46447  C78 1.768
80 Cl 3.82411 2.55115 -7.20131  C78 1.767
81 H 2.92110 3.56668 -5.27863  C78 1.085
82 H 2.73420 1.79934 -5.25432  C78 1.085
83 C -6.51649 1.06502 1.53230  Cl84 1.770, Cl85 1.768, H86 1.084, H87 1.086
84 Cl -6.65412 -0.27737 0.38759  C83 1.770
85 Cl -5.13273 2.09679 1.15128  C83 1.768
86 H -7.42117 1.65978 1.48675  C83 1.084
87 H -6.38793 0.66097 2.53166  C83 1.086
88 C -10.05358 1.29220 -0.52267  Cl89 1.767, Cl90 1.771, H91 1.084, H92 1.086
89 Cl -10.58269 2.97761 -0.46954  C88 1.767
90 Cl -9.82274 0.63647 1.10628  C88 1.771
91 H -10.80729 0.70286 -1.03273  C88 1.084
92 H -9.11196 1.23545 -1.06133  C88 1.086
93 C -11.84384 1.31007 -4.17103  Cl94 1.767, Cl95 1.768, H96 1.085, H97 1.085
94 Cl -13.27921 1.65277 -3.19866  C93 1.767
95 Cl -10.82069 0.08959 -3.40257  C93 1.768
96 H -12.15669 0.94216 -5.14279  C93 1.085
97 H -11.27141 2.22498 -4.28708  C93 1.085
98 C -2.66033 -5.50468 7.37990  Cl99 1.766, Cl100 1.769, H101 1.085, H102 1.085
99 Cl -2.68157 -3.77626 7.02002  C98 1.766
100 Cl -2.12051 -6.44912 5.98432  C98 1.769
101 H -1.98050 -5.68384 8.20652  C98 1.085
102 H -3.66341 -5.82013 7.64800  C98 1.085
103 C -10.17153 -2.82721 -0.65532  Cl104 1.769, Cl105 1.769, H106 1.086, H107 1.084
104 Cl -11.80512 -2.49783 -1.24886  C103 1.769
105 Cl -9.02022 -2.99425 -1.98780  C103 1.769
106 H -9.85647 -2.00338 -0.02141  C103 1.086
107 H -10.18548 -3.74962 -0.08542  C103 1.084
108 C 9.31174 3.84178 1.66495  Cl109 1.769, Cl110 1.765, H111 1.086, H112 1.085
109 Cl 7.86335 4.11247 2.64381  C108 1.769
110 Cl 10.42228 2.70956 2.44047  C108 1.765
111 H 9.01272 3.43659 0.70229  C108 1.086
112 H 9.82074 4.79009 1.52596  C108 1.085
113 C -10.21779 -6.82125 1.34805  Cl114 1.768, Cl115 1.768, H116 1.085, H117 1.085
114 Cl -11.51413 -6.15615 0.34670  C113 1.768
115 Cl -9.08364 -5.56488 1.86025  C113 1.768
116 H -10.65570 -7.27823 2.22951  C113 1.085
117 H -9.67809 -7.56623 0.77240  C113 1.085
118 C -1.54274 5.65581 -6.84166  Cl119 1.768, Cl120 1.768, H121 1.086, H122 1.085
119 Cl -2.87614 4.73576 -7.55041  C118 1.768
120 Cl -2.13730 7.04581 -5.92520  C118 1.768
121 H -0.98335 5.00769 -6.17272  C118 1.086
122 H -0.89717 6.01014 -7.63873  C118 1.085
123 C 1.06490 -3.68329 -4.46166  Cl124 1.768, Cl125 1.767, H126 1.084, H127 1.085
124 Cl 0.42631 -5.28715 -4.84433  C123 1.768
125 Cl 0.47748 -3.10878 -2.89693  C123 1.767
126 H 2.14754 -3.73549 -4.43225  C123 1.084
127 H 0.74725 -2.98707 -5.23151  C123 1.085

Computed properties:
Energy above the lowest of the compared OMol25 structures with the same formula, charge and spin in kcal/mol: 0.00
SMILES: C=C[C@](C#N)(CCC(F)=C(F)F)[C@](C#N)(CCCCCCCCCCC)CCCC(F)(F)C(F)(F)F.ClCCl.ClCCl.ClCCl.ClCCl.ClCCl.ClCCl.ClCCl.ClCCl.ClCCl.ClCCl.ClCCl
Total charge: 0
Highest occupied orbital energy in eV: -9.577
Kohn-Sham gap in eV: 9.65

6 unconnected molecules or ions with the total composition C39H86N4O6 in a non-equilibrium geometry, computed with ωB97M-V/def2-TZVPD.

Last columns: bonded neighbours and bond lengths (Å).
Positions of all 135 atoms, in Å:
1 O -2.98607 2.14402 3.21193  H2 0.957, H3 0.957
2 H -3.27792 2.83629 3.80507  O1 0.957
3 H -2.70929 1.43331 3.79030  O1 0.957
4 C -8.45818 -2.29385 -2.91557  C5 1.560, H15 1.090, H16 1.090, H17 1.090
5 C -6.90388 -2.33674 -2.79104  C4 1.560, C6 1.546, N10 1.497, C14 1.638
6 C -6.30754 -1.16035 -1.98423  C5 1.546, C7 1.525, H18 1.090, H19 1.090
7 C -4.80761 -1.23182 -1.71891  C6 1.525, C8 1.576, H20 1.090, H21 1.090
8 C -4.61410 -2.56670 -0.90446  C7 1.576, C9 1.576, H22 1.090, H23 1.090
9 C -5.14267 -3.90432 -1.54894  C8 1.576, N10 1.491, C12 1.582, C13 1.573
10 N -6.45764 -3.63706 -2.19782  C5 1.497, C9 1.491, O11 1.421
11 O -7.00708 -4.71829 -2.93908  N10 1.421, H33 0.960
12 C -4.11790 -4.53556 -2.57543  C9 1.582, H24 1.090, H25 1.090, H26 1.090
13 C -5.34690 -4.86352 -0.31879  C9 1.573, H27 1.090, H28 1.090, H29 1.090
14 C -6.37253 -2.32613 -4.34056  C5 1.638, H30 1.090, H31 1.090, H32 1.090
15 H -8.95576 -2.28471 -1.94581  C4 1.090
16 H -8.97792 -3.00613 -3.55636  C4 1.090
17 H -8.69381 -1.35792 -3.42214  C4 1.090
18 H -6.77357 -0.22720 -2.30069  C6 1.090
19 H -6.80314 -1.16995 -1.01346  C6 1.090
20 H -4.73963 -0.41481 -1.00060  C7 1.090
21 H -4.22318 -1.05729 -2.62228  C7 1.090
22 H -4.88653 -2.54850 0.15079  C8 1.090
23 H -3.52753 -2.61379 -0.83204  C8 1.090
24 H -3.28595 -4.98045 -2.02951  C12 1.090
25 H -4.67244 -5.43640 -2.83825  C12 1.090
26 H -3.80659 -3.88352 -3.39154  C12 1.090
27 H -6.16948 -4.54357 0.32081  C13 1.090
28 H -5.76629 -5.85066 -0.51315  C13 1.090
29 H -4.42668 -4.92154 0.26252  C13 1.090
30 H -5.28339 -2.28930 -4.36324  C14 1.090
31 H -6.89272 -1.53942 -4.88699  C14 1.090
32 H -6.71189 -3.21055 -4.87976  C14 1.090
33 H -7.61316 -5.10724 -2.30427  O11 0.960
34 C 1.11662 -5.01815 4.07445  C35 1.549, H45 1.090, H46 1.090, H47 1.090
35 C 2.22573 -4.08658 3.52666  C34 1.549, C36 1.582, N40 1.501, C44 1.568
36 C 3.53353 -4.97324 3.45537  C35 1.582, C37 1.498, H48 1.090, H49 1.090
37 C 4.64743 -4.46255 2.59312  C36 1.498, C38 1.546, H50 1.090, H51 1.090
38 C 3.89793 -4.53410 1.24264  C37 1.546, C39 1.564, H52 1.090, H53 1.090
39 C 2.70232 -3.54345 1.05230  C38 1.564, N40 1.468, C42 1.607, C43 1.605
40 N 1.74854 -3.69323 2.15862  C35 1.501, C39 1.468, O41 1.415
41 O 0.58456 -2.89000 2.10852  N40 1.415, H63 0.960
42 C 3.12553 -2.00010 0.91011  C39 1.607, H54 1.090, H55 1.090, H56 1.090
43 C 2.07184 -3.98426 -0.35607  C39 1.605, H57 1.090, H58 1.090, H59 1.090
44 C 2.42849 -2.89611 4.52724  C35 1.568, H60 1.090, H61 1.090, H62 1.090
45 H 0.13814 -4.53795 4.06475  C34 1.090
46 H 1.38483 -5.50813 5.01044  C34 1.090
47 H 0.96780 -5.80293 3.33278  C34 1.090
48 H 3.85614 -5.02973 4.49501  C36 1.090
49 H 3.18020 -5.97882 3.22720  C36 1.090
50 H 5.50541 -5.12527 2.48004  C37 1.090
51 H 4.94810 -3.44847 2.85641  C37 1.090
52 H 3.64369 -5.54728 0.93129  C38 1.090
53 H 4.64145 -4.11708 0.56340  C38 1.090
54 H 3.52501 -1.61828 1.84965  C42 1.090
55 H 3.86554 -1.80708 0.13343  C42 1.090
56 H 2.21951 -1.42770 0.71119  C42 1.090
57 H 2.68680 -3.81289 -1.23956  C43 1.090
58 H 1.65678 -4.99207 -0.36729  C43 1.090
59 H 1.17142 -3.38874 -0.50671  C43 1.090
60 H 3.17159 -2.22655 4.09412  C44 1.090
61 H 2.87390 -3.19598 5.47581  C44 1.090
62 H 1.48761 -2.35661 4.63575  C44 1.090
63 H -0.03822 -3.58280 1.87665  O41 0.960
64 C 1.19637 7.65221 4.98756  C65 1.525, H75 1.090, H76 1.090, H77 1.090
65 C 2.04429 6.38545 5.02442  C64 1.525, C66 1.619, N70 1.444, C74 1.535
66 C 1.37978 5.16609 5.85692  C65 1.619, C67 1.488, H78 1.090, H79 1.090
67 C 0.19846 4.56006 5.18499  C66 1.488, C68 1.580, H80 1.090, H81 1.090
68 C 0.56870 4.08063 3.72589  C67 1.580, C69 1.506, H82 1.090, H83 1.090
69 C 1.27001 5.16902 2.95650  C68 1.506, N70 1.489, C72 1.565, C73 1.579
70 N 2.32637 5.92181 3.68679  C65 1.444, C69 1.489, O71 1.377
71 O 2.98353 6.84961 2.90949  N70 1.377, H93 0.960
72 C 2.05118 4.40198 1.83796  C69 1.565, H84 1.090, H85 1.090, H86 1.090
73 C 0.10778 6.05223 2.35366  C69 1.579, H87 1.090, H88 1.090, H89 1.090
74 C 3.39036 6.69021 5.69666  C65 1.535, H90 1.090, H91 1.090, H92 1.090
75 H 1.50791 8.30420 4.17149  C64 1.090
76 H 1.39008 8.23414 5.88864  C64 1.090
77 H 0.15875 7.31838 4.98398  C64 1.090
78 H 2.23087 4.62030 6.26418  C66 1.090
79 H 0.92457 5.48326 6.79516  C66 1.090
80 H -0.68974 5.17876 5.05689  C67 1.090
81 H -0.25350 3.68712 5.65595  C67 1.090
82 H -0.35354 3.75761 3.24296  C68 1.090
83 H 1.13879 3.15160 3.72361  C68 1.090
84 H 2.62421 5.14461 1.28275  C72 1.090
85 H 2.75339 3.69846 2.28526  C72 1.090
86 H 1.57233 3.86322 1.02032  C72 1.090
87 H -0.24703 6.87531 2.97394  C73 1.090
88 H 0.45516 6.58206 1.46670  C73 1.090
89 H -0.82549 5.51832 2.17469  C73 1.090
90 H 4.07989 7.48664 5.41676  C74 1.090
91 H 3.97583 5.80471 5.94409  C74 1.090
92 H 3.09607 7.11823 6.65494  C74 1.090
93 H 2.30007 7.49962 2.73068  O71 0.960
94 C 3.44506 3.31943 -5.20016  C95 1.586, H105 1.090, H106 1.090, H107 1.090
95 C 2.98731 1.98456 -4.47603  C94 1.586, C96 1.590, N100 1.495, C104 1.562
96 C 1.40029 2.07229 -4.44664  C95 1.590, C97 1.516, H108 1.090, H109 1.090
97 C 0.62839 0.80431 -4.14038  C96 1.516, C98 1.538, H110 1.090, H111 1.090
98 C 1.10151 -0.28995 -5.11170  C97 1.538, C99 1.541, H112 1.090, H113 1.090
99 C 2.61019 -0.59810 -5.17959  C98 1.541, N100 1.480, C102 1.571, C103 1.623
100 N 3.32565 0.69786 -5.15890  C95 1.495, C99 1.480, O101 1.423
101 O 4.69709 0.58106 -5.52018  N100 1.423, H123 0.960
102 C 2.99020 -1.42386 -3.89836  C99 1.571, H114 1.090, H115 1.090, H116 1.090
103 C 2.88754 -1.58317 -6.43990  C99 1.623, H117 1.090, H118 1.090, H119 1.090
104 C 3.64896 1.96641 -3.06113  C95 1.562, H120 1.090, H121 1.090, H122 1.090
105 H 2.64056 3.88959 -5.66470  C94 1.090
106 H 4.22582 3.00465 -5.89257  C94 1.090
107 H 3.93426 4.04374 -4.54889  C94 1.090
108 H 1.18167 2.78145 -3.64828  C96 1.090
109 H 1.02054 2.46373 -5.39040  C96 1.090
110 H -0.45599 0.89447 -4.20435  C97 1.090
111 H 0.88186 0.45291 -3.14019  C97 1.090
112 H 0.87999 -0.11373 -6.16430  C98 1.090
113 H 0.41661 -1.12892 -4.98865  C98 1.090
114 H 4.07193 -1.41011 -3.76507  C102 1.090
115 H 2.61814 -0.91545 -3.00887  C102 1.090
116 H 2.54073 -2.41633 -3.86575  C102 1.090
117 H 2.09295 -2.31930 -6.31807  C103 1.090
118 H 2.80698 -1.18932 -7.45306  C103 1.090
119 H 3.76380 -2.18622 -6.20203  C103 1.090
120 H 3.61155 2.96550 -2.62693  C104 1.090
121 H 4.69282 1.65980 -2.99456  C104 1.090
122 H 3.14241 1.33615 -2.33019  C104 1.090
123 H 4.66785 0.76298 -6.46233  O101 0.960
124 C -1.32084 -0.05586 -0.89995  C125 1.572, H128 1.090, H129 1.090, H130 1.090
125 C -1.60196 0.57252 0.51382  C124 1.572, C126 1.581, O127 1.401, H131 1.090
126 C -0.33739 0.70793 1.45332  C125 1.581, H132 1.090, H133 1.090, H134 1.090
127 O -2.38399 1.72796 0.38799  C125 1.401, H135 0.960
128 H -0.75283 0.76088 -1.34538  C124 1.090
129 H -2.20257 -0.22266 -1.51868  C124 1.090
130 H -0.81025 -1.01862 -0.87783  C124 1.090
131 H -2.14968 -0.18157 1.07901  C125 1.090
132 H -0.59372 1.47545 2.18361  C126 1.090
133 H 0.53949 1.13511 0.96682  C126 1.090
134 H -0.02792 -0.25870 1.85076  C126 1.090
135 H -2.42034 2.18514 1.23136  O127 0.960

Computed properties:
Total charge: +1
Highest occupied orbital energy (spin up / spin down) in eV: -9.229 / -9.229
2S+1: 2
Kohn-Sham gap (spin up / spin down) in eV: 6.70 / 2.72

Which of these has the highest total charge? C39H86N4O6

Among the records above, which one has the highest total charge? C39H86N4O6

Which value of total charge does entry 1 give? 0

total charge of number 1 (C37H58Cl22F8N2)? 0